# 1
97
Properties=species:S:1:pos:R:3:mulliken_charge:R:1 method="wB97M-V/def2-TZVPD" charge=+1 lumo_ev=-4.1 orbital_gap_ev=6.62 e_above_lowest_kcal_mol=4.7 e_homo_ev=-10.74 e_tot_ha=-5229.07072 largest_force_ev_per_a=0.61
W 0.694 -0.205 -1.011 1.68
O 2.935 2.721 -1.671 -0.63
C 2.596 1.701 -2.203 -0.29
O 1.309 1.264 -2.147 -0.70
C 3.549 0.858 -3.013 -0.22
C 2.888 0.114 -4.189 -0.10
C 3.977 -0.374 -5.150 -1.10
C 4.564 -1.568 -4.355 -1.06
C 3.713 -1.528 -3.082 -0.05
O 2.438 -1.092 -3.566 -0.35
C 4.166 -0.330 -2.206 0.06
C 3.751 -0.486 -0.752 -0.43
O 4.460 -0.981 0.074 -0.63
O 2.533 -0.012 -0.411 -0.33
H 4.333 1.537 -3.342 0.85
H 2.046 0.629 -4.642 0.81
H 3.534 -0.701 -6.088 0.37
H 4.710 0.400 -5.372 0.38
H 4.403 -2.509 -4.878 0.34
H 5.629 -1.473 -4.147 0.46
H 3.618 -2.469 -2.547 0.46
H 5.252 -0.272 -2.181 0.80
Cl -1.177 -5.322 -5.142 -0.18
C -0.388 -4.388 -3.938 0.58
C 0.615 -4.968 -3.147 0.38
Cl 1.043 -6.614 -3.371 -0.18
C 1.275 -4.216 -2.176 0.24
Cl 2.535 -4.849 -1.201 -0.17
C 0.891 -2.898 -2.016 -0.42
O 1.457 -2.001 -1.201 -0.59
C -0.100 -2.329 -2.780 -0.33
O -0.300 -1.037 -2.488 0.01
C -0.749 -3.052 -3.766 0.13
Cl -1.934 -2.283 -4.741 -0.19
Cl -6.736 -0.222 0.252 -0.16
C -5.091 0.073 -0.212 0.48
C -4.518 -0.661 -1.241 -0.89
C -3.212 -0.394 -1.628 0.13
C -2.452 0.587 -0.985 -0.25
C -1.111 1.018 -1.479 -1.63
C -3.043 1.272 0.078 1.00
C -4.356 1.041 0.455 -1.52
H -5.102 -1.410 -1.759 0.51
H -2.791 -0.930 -2.466 0.18
H -0.889 2.007 -1.094 0.08
H -1.104 1.061 -2.565 1.13
H -2.472 2.033 0.596 0.42
H -4.815 1.614 1.251 0.45
C 2.673 4.203 1.312 -1.03
N 2.177 2.834 1.365 0.91
C 3.198 1.854 1.738 -1.36
P 0.613 2.400 1.320 0.12
O 0.485 1.026 0.645 -0.20
N -0.183 3.663 0.657 0.61
C -1.393 4.272 1.199 -1.36
C 0.240 4.279 -0.601 -1.02
N -0.041 2.201 2.817 0.63
C 0.346 3.162 3.844 -1.05
C -0.535 0.934 3.321 -0.46
H 3.345 4.321 0.460 0.21
H 3.220 4.431 2.230 0.33
H 1.856 4.913 1.214 0.39
H 3.987 1.831 0.985 0.35
H 2.776 0.855 1.807 0.25
H 3.639 2.129 2.700 0.46
H -1.715 3.767 2.104 0.37
H -2.197 4.228 0.461 0.47
H -1.204 5.324 1.427 0.29
H 1.168 3.841 -0.956 0.15
H 0.385 5.352 -0.453 0.41
H -0.532 4.142 -1.363 0.33
H 0.625 4.115 3.394 0.30
H 1.192 2.800 4.437 0.31
H -0.496 3.343 4.514 0.35
H -0.808 0.304 2.483 -0.38
H -1.419 1.104 3.940 0.39
H 0.218 0.417 3.926 0.26
C -4.863 -2.742 2.203 -1.46
C -3.925 -1.584 2.503 -0.16
N -2.758 -1.575 1.618 0.42
C -1.526 -1.949 1.875 0.79
S -0.273 -1.971 0.648 -0.76
N -1.109 -2.453 3.038 0.04
C -1.838 -3.097 4.139 -0.44
C -1.838 -2.264 5.410 -1.05
H -5.732 -2.698 2.858 0.39
H -4.375 -3.708 2.336 0.31
H -5.218 -2.686 1.174 0.37
H -3.582 -1.585 3.535 0.14
H -4.441 -0.640 2.347 0.26
H -2.919 -1.266 0.665 -0.17
H -0.113 -2.623 3.031 0.35
H -1.334 -4.047 4.318 0.49
H -2.844 -3.341 3.811 0.04
H -0.818 -2.061 5.738 0.35
H -2.347 -2.802 6.209 0.39
H -2.341 -1.308 5.266 0.20

# 2
87
Properties=species:S:1:pos:R:3:mulliken_charge:R:1 method="wB97M-V/def2-TZVPD" charge=-1 lumo_ev=2.5 orbital_gap_ev=5.90 e_homo_ev=-3.38 e_tot_ha=-5053.92661 largest_force_ev_per_a=0.73
Pd 0.854 0.545 -1.934 -0.26
F 4.252 6.316 -2.256 -0.33
C 3.240 5.437 -2.020 0.69
F 2.313 5.700 -2.952 -0.22
F 2.720 5.803 -0.833 -0.23
C 3.735 4.021 -2.028 -0.42
C 5.071 3.788 -2.293 -0.16
C 5.556 2.489 -2.285 -0.94
C 4.656 1.485 -1.969 -0.22
N 3.373 1.679 -1.709 0.14
C 2.858 2.929 -1.768 0.49
S 1.161 3.101 -1.562 -0.56
H 5.727 4.620 -2.508 0.47
H 6.588 2.258 -2.510 0.39
H 5.006 0.455 -1.920 0.30
O -0.439 -0.796 -0.346 0.74
P -0.771 0.184 0.746 -1.17
C -1.756 1.639 0.172 -0.16
C -2.779 2.230 1.184 -0.74
C -4.101 2.597 0.509 -0.87
C -3.851 3.431 -0.746 -0.78
C -2.963 2.678 -1.766 -0.83
C -2.379 1.378 -1.207 -0.12
C 0.721 0.991 1.475 0.61
C 0.556 1.618 2.870 -1.16
C 0.913 0.692 4.032 -0.52
C 2.286 0.055 3.817 -1.02
C 2.316 -0.735 2.507 -0.34
C 2.015 0.175 1.318 -0.15
C -1.793 -0.741 1.974 0.60
C -3.185 -1.006 1.332 -0.39
C -3.214 -2.335 0.574 -0.20
C -3.039 -3.521 1.530 -0.84
C -2.151 -3.136 2.724 -1.27
C -1.117 -2.090 2.310 -0.64
H -0.987 2.399 0.007 1.00
H -2.354 3.139 1.620 0.49
H -2.976 1.558 2.019 0.21
H -4.728 3.150 1.213 0.45
H -4.650 1.689 0.244 0.30
H -3.365 4.365 -0.447 0.31
H -4.805 3.708 -1.199 0.41
H -2.127 3.310 -2.073 0.17
H -3.533 2.451 -2.670 0.52
H -1.599 1.031 -1.886 -0.33
H -3.133 0.588 -1.161 0.47
H 0.815 1.824 0.770 -0.08
H -0.462 2.006 2.996 0.24
H 1.223 2.484 2.914 0.56
H 0.162 -0.093 4.131 0.13
H 0.898 1.262 4.964 0.44
H 2.546 -0.583 4.666 0.44
H 3.040 0.850 3.767 0.40
H 1.582 -1.542 2.553 0.05
H 3.296 -1.201 2.370 0.46
H 1.963 -0.400 0.392 -0.69
H 2.840 0.884 1.198 0.63
H -1.913 -0.146 2.884 1.08
H -3.454 -0.208 0.643 -0.38
H -3.954 -1.010 2.112 0.38
H -2.413 -2.325 -0.168 -0.47
H -4.155 -2.426 0.027 0.69
H -2.586 -4.355 0.987 0.27
H -4.012 -3.865 1.894 0.34
H -1.644 -4.019 3.119 0.50
H -2.762 -2.735 3.540 0.35
H -0.582 -2.456 1.428 -0.09
H -0.385 -1.964 3.102 0.49
C 2.961 -2.084 -1.939 -1.12
N 1.566 -2.213 -2.253 0.57
C 0.806 -1.219 -2.921 -0.91
Se 1.478 -0.046 -4.284 -0.36
N -0.456 -1.830 -3.052 0.27
C -0.494 -3.073 -2.476 0.40
C -1.497 -4.011 -2.340 -0.84
C -1.191 -5.209 -1.676 -0.54
C 0.079 -5.447 -1.179 -0.75
C 1.103 -4.499 -1.327 -0.74
C 0.800 -3.319 -1.976 0.70
H 3.234 -1.039 -2.066 0.13
H 3.577 -2.703 -2.601 0.36
H 3.139 -2.381 -0.902 0.35
H -1.202 -1.378 -3.544 0.32
H -2.493 -3.829 -2.724 0.37
H -1.961 -5.961 -1.556 0.39
H 0.290 -6.381 -0.673 0.38
H 2.093 -4.679 -0.927 0.44

# 3
107
Properties=species:S:1:pos:R:3:mulliken_charge:R:1 method="wB97M-V/def2-TZVPD" smiles="C=Cc1c(F)cc(-c2ccncc2)c2nc(COCCC)c(CCCO)nc12.O=S1(=O)OCCO1.O=S1(=O)OCCO1.O=S1(=O)OCCO1.O=S1(=O)OCCO1.O=S1(=O)OCCO1" lumo_ev=-0.7 orbital_gap_ev=7.96 e_homo_ev=-8.70 e_tot_ha=-5155.89326 largest_force_ev_per_a=2.31
C -1.736 4.813 4.981 -0.71
C -2.112 3.623 4.456 -0.89
C -2.058 3.327 2.976 0.34
C -2.975 3.847 2.108 0.57
F -3.972 4.634 2.533 -0.36
C -2.861 3.566 0.721 -1.10
C -1.835 2.795 0.233 0.65
C -1.808 2.594 -1.251 0.68
C -0.642 2.469 -2.042 -0.50
C -0.756 2.283 -3.412 -0.57
N -1.861 2.232 -4.176 -0.22
C -2.932 2.393 -3.387 -0.32
C -2.997 2.549 -2.012 -0.40
C -0.860 2.214 1.126 -0.09
N 0.120 1.423 0.577 -0.23
C 0.947 1.001 1.505 1.03
C 2.129 0.134 1.028 -1.41
O 2.093 -1.183 1.543 -0.37
C 1.150 -2.027 0.866 -0.28
C 1.820 -3.434 0.704 -0.35
C 1.029 -4.556 1.425 -1.05
C 0.871 1.301 2.919 0.43
C 1.921 0.786 3.896 -1.14
C 3.141 1.762 4.044 -0.57
C 4.512 1.091 3.785 -0.45
O 5.323 1.295 4.959 -0.49
N -0.100 2.027 3.422 -0.43
C -0.994 2.502 2.496 0.06
H -2.151 5.751 4.594 0.27
H -1.044 4.782 5.832 0.27
H -2.482 2.837 5.127 0.35
H -3.592 4.003 0.037 0.69
H 0.342 2.515 -1.578 0.43
H 0.188 2.158 -3.965 0.33
H -3.891 2.396 -3.915 0.14
H -3.969 2.636 -1.523 0.49
H 2.107 0.120 -0.079 0.45
H 3.092 0.590 1.317 0.37
H 0.799 -1.619 -0.094 0.28
H 0.311 -2.180 1.574 0.19
H 2.806 -3.379 1.196 0.24
H 2.025 -3.645 -0.355 0.35
H 1.410 -4.691 2.451 0.30
H 1.228 -5.514 0.895 0.14
H -0.058 -4.394 1.459 0.40
H 1.414 0.778 4.876 0.38
H 2.217 -0.253 3.702 0.47
H 2.975 2.666 3.439 0.38
H 3.176 2.102 5.091 0.35
H 5.042 1.614 2.965 0.23
H 4.442 0.007 3.610 0.37
H 5.992 0.602 5.021 0.24
O 2.625 -6.188 -0.979 -0.52
S 3.630 -6.981 -0.367 1.15
O 4.949 -6.513 -0.152 -0.56
O 3.697 -8.387 -1.144 -0.31
C 3.453 -9.462 -0.231 -0.35
C 2.559 -8.870 0.838 -0.30
O 3.055 -7.540 1.028 -0.28
H 4.411 -9.782 0.184 0.30
H 2.985 -10.298 -0.746 0.31
H 2.596 -9.429 1.769 0.33
H 1.524 -8.800 0.496 0.26
O -1.504 0.732 -11.020 -0.54
S -2.534 0.970 -10.073 1.09
O -3.876 0.577 -10.301 -0.52
O -2.504 2.529 -9.682 -0.33
C -2.314 2.674 -8.267 -0.16
C -1.529 1.449 -7.855 -0.18
O -2.069 0.385 -8.650 -0.34
H -3.296 2.696 -7.790 0.21
H -1.786 3.598 -8.047 0.31
H -1.632 1.228 -6.795 0.18
H -0.470 1.553 -8.104 0.32
O -5.923 3.842 -3.945 -0.54
S -6.294 2.900 -4.942 1.06
O -5.687 2.875 -6.224 -0.50
O -7.890 2.960 -5.114 -0.34
C -8.451 1.659 -4.856 -0.39
C -7.492 1.015 -3.876 -0.31
O -6.197 1.437 -4.309 -0.19
H -8.488 1.109 -5.799 0.31
H -9.456 1.751 -4.453 0.32
H -7.557 -0.066 -3.873 0.34
H -7.647 1.389 -2.863 0.28
O 7.137 -0.442 6.750 -0.50
S 8.422 -0.178 7.294 1.11
O 8.989 -0.976 8.316 -0.54
O 8.463 1.362 7.750 -0.29
C 9.523 2.045 7.072 -0.32
C 9.679 1.312 5.757 -0.29
O 9.477 -0.068 6.086 -0.32
H 10.426 1.964 7.682 0.29
H 9.272 3.094 6.935 0.31
H 10.658 1.459 5.310 0.31
H 8.906 1.608 5.044 0.24
O -6.533 -2.611 -0.508 -0.56
S -5.871 -1.444 -0.961 0.94
O -6.502 -0.491 -1.805 -0.37
O -4.477 -1.878 -1.627 -0.37
C -3.390 -1.221 -0.959 0.21
C -3.882 -1.000 0.456 -0.26
O -5.267 -0.664 0.307 -0.36
H -3.199 -0.273 -1.467 -0.04
H -2.494 -1.837 -0.995 0.27
H -3.345 -0.201 0.963 0.18
H -3.817 -1.915 1.049 0.35